(1)
Below is a molecular structure, C24H34IrNOSi in a non-equilibrium geometry, with properties calculated with ωB97M-V with the def2-TZVPD basis set.

The geometry in ORCA input format:
```
! RIJCOSX wB97M-V def2-TZVPD def2/J DEFGRID3
* xyz -2 5
Ir 0.387 2.009 -0.163
C 2.098 1.650 1.127
C 2.059 0.591 0.171
C 2.244 1.186 -1.146
H 1.882 -0.459 0.339
C 2.356 2.650 -0.990
C 2.249 2.908 0.451
H 2.306 3.880 0.894
H 2.008 1.528 2.214
H 2.238 0.666 -2.068
H 2.464 3.345 -1.765
C -1.629 1.371 0.601
C -1.277 2.781 0.968
C -1.127 3.519 -0.260
H -1.163 3.121 1.966
C -1.370 2.650 -1.307
C -1.659 1.391 -0.850
H -1.847 0.448 -1.453
H -1.750 0.568 1.236
H -0.880 4.596 -0.311
H -1.294 2.935 -2.474
O 0.241 -0.800 -1.789
C 0.007 0.344 -4.455
C 0.652 -0.962 -4.477
C 0.817 1.647 -4.459
C -1.537 0.415 -4.672
C 0.612 -1.321 -2.863
H 1.692 -1.006 -4.876
H 0.146 -1.769 -5.077
H 0.152 -2.331 -2.798
H 1.667 -1.596 -2.620
H 0.827 2.143 -5.484
H 1.846 1.399 -4.059
H 0.377 2.305 -3.651
H -1.812 0.480 -5.780
H -1.959 1.263 -4.040
H -1.978 -0.524 -4.181
C -2.077 -2.351 -0.167
Si -1.412 -2.468 1.577
C -2.782 -2.248 2.860
C -0.551 -4.108 1.880
N -0.320 -1.191 1.841
C 0.466 -0.728 2.860
C 0.056 0.341 3.715
C 0.664 0.600 4.846
C 1.824 -0.116 5.279
C 2.328 -1.079 4.336
C 1.710 -1.333 3.210
H -2.816 -3.149 -0.333
H -1.287 -2.443 -0.928
H -2.574 -1.394 -0.363
H -3.469 -3.107 2.867
H -2.350 -2.152 3.867
H -3.369 -1.341 2.669
H 0.132 -4.360 1.059
H 0.039 -4.071 2.807
H -1.285 -4.922 1.979
H -0.896 0.905 3.377
H 0.261 1.390 5.562
H 2.296 0.071 6.207
H 3.267 -1.637 4.639
H 2.098 -2.131 2.457
*
```

Properties
* max |F|: 0.13008 Eh/bohr
* orbital gap (spin up / spin down): 2.47 / 4.55 eV
* energy above the lowest of the compared OMol25 structures with the same formula, charge and spin: 87.0 kJ/mol
* calculated total energy: -1458.38149 hartree

(2)
Below is a molecular structure, C24H34N2NiSe, with properties calculated with ωB97M-V with the def2-TZVPD basis set.

The geometry in ORCA input format:
```
! RIJCOSX wB97M-V def2-TZVPD def2/J DEFGRID3
* xyz 2 3
Ni -0.717 -2.381 -0.712
C -1.897 -3.567 -3.743
C -1.235 -3.832 -2.429
C 0.164 -3.716 -2.287
C 0.812 -4.007 -1.071
C 2.304 -3.934 -0.959
C 0.017 -4.346 0.044
C -1.383 -4.469 -0.054
C -2.209 -4.871 1.126
C -1.990 -4.176 -1.292
H -1.937 -4.502 -4.307
H -1.338 -2.848 -4.339
H -2.919 -3.215 -3.615
H 0.756 -3.410 -3.140
H 2.625 -3.733 0.061
H 2.723 -3.183 -1.627
H 2.720 -4.901 -1.252
H 0.497 -4.528 0.998
H -2.373 -5.951 1.084
H -3.186 -4.391 1.114
H -1.706 -4.650 2.065
H -3.069 -4.219 -1.371
C 0.777 4.453 -3.091
C -0.282 3.893 -2.148
C -0.703 2.466 -2.496
C 0.342 1.403 -2.170
N 0.543 1.244 -0.721
C -0.250 0.559 0.111
Se -1.804 -0.410 -0.412
N 0.175 0.703 1.372
C -0.492 0.179 2.575
C -1.670 1.048 3.006
C -1.278 2.430 3.526
C -0.626 2.390 4.903
C 1.306 1.516 1.361
C 2.129 1.968 2.391
C 3.185 2.772 2.024
C 3.421 3.119 0.682
C 2.609 2.673 -0.336
C 1.539 1.859 0.034
H 1.083 5.453 -2.787
H 0.391 4.519 -4.109
H 1.678 3.835 -3.126
H -1.168 4.528 -2.190
H 0.065 3.940 -1.110
H -0.909 2.397 -3.567
H -1.634 2.206 -1.986
H 1.314 1.648 -2.594
H 0.044 0.432 -2.566
H 0.269 0.115 3.350
H -0.821 -0.835 2.350
H -2.205 0.501 3.787
H -2.362 1.137 2.164
H -2.179 3.042 3.577
H -0.622 2.931 2.806
H -1.320 1.998 5.647
H -0.326 3.386 5.224
H 0.266 1.758 4.929
H 1.949 1.715 3.425
H 3.851 3.150 2.788
H 4.262 3.756 0.446
H 2.791 2.953 -1.363
*
```

Properties
* max |F|: 0.00168 Eh/bohr
* orbital gap (spin up / spin down): 8.64 / 6.28 eV
* energy above the lowest of the compared OMol25 structures with the same formula, charge and spin: 0.0 kJ/mol
* calculated total energy: -4953.67499 hartree

Among the records above, which one has the lowest calculated total energy?
C24H34N2NiSe